Here is a 2-piece molecular cluster, C4H12NO3 overall from the OMol25 dataset. Energies are from ωB97M-V/def2-TZVPD.

Output
LUMO level = 3.9 eV
HOMO level = -3.27 eV
Charge = -1
Multiplicity = 1
Frontier orbital gap = 7.183 eV
Strongest force on any atom = 4.30 eV/A
Energy above the lowest of the compared OMol25 structures with the same formula, charge and spin = 47.5 kcal/mol

Element x y z (Å)
C1 1.8464 -0.2304 -0.7290
C2 0.6961 -0.9653 0.0037
C3 0.7156 -1.3915 1.4816
O1 -0.3922 -2.1528 1.9888
N1 -0.6235 -0.1933 -0.0213
C4 -0.6526 1.3877 0.4629
O2 -0.4235 2.0646 -0.5970
H1 2.2022 0.5574 0.0148
H2 1.4145 0.3644 -1.7123
H3 2.6530 -1.0595 -0.9787
H4 0.4201 -1.8201 -0.5426
H5 1.6086 -1.9046 1.6988
H6 0.8675 -0.5325 2.0601
H7 -1.2615 -1.8707 1.4909
H8 -0.8477 -0.1138 -1.0139
H9 -1.6350 1.4238 0.8753
H10 0.0595 1.3322 1.2997
H11 -1.4243 1.7826 -1.6797
H12 -2.9918 1.8927 -1.9335
O3 -2.2314 1.4291 -2.1687

***

Here is C8H22F3O12PV as an isolated structure from the OMol25 dataset. Energies are from ωB97M-V/def2-TZVPD.

Output
LUMO level = 6.5 eV
HOMO level = 3.50 eV
Charge = -3
Multiplicity = 1
Frontier orbital gap = 2.969 eV
Strongest force on any atom = 9.43 eV/A
Energy above the lowest of the compared OMol25 structures with the same formula, charge and spin = 0.0 kcal/mol

Element x y z (Å)
O1 0.1879 1.3124 -0.2317
V1 -0.8345 0.4781 0.7795
O2 0.1706 0.0026 1.9024
C1 -0.9474 -1.7068 -1.4839
O3 0.2941 -1.3862 -0.9603
O4 -1.8937 -0.9896 -0.7232
C2 -1.0442 -1.6011 -3.0526
F1 -0.5913 -2.7321 -3.5323
F2 -2.2509 -1.4867 -3.4749
F3 -0.2671 -0.6034 -3.5159
C3 1.4340 -2.1299 -1.3109
C4 2.5894 -1.4465 -0.6080
H1 2.4153 -0.3720 -0.5505
H2 2.6664 -1.8065 0.4179
H3 3.5196 -1.7353 -1.0973
H4 1.6895 -2.0612 -2.3683
H5 1.2285 -3.1559 -1.0055
H6 -1.1591 -2.7363 -1.1951
P1 -3.1987 1.1776 1.8043
O5 -3.7713 1.6180 3.1385
O6 -4.4270 0.6042 1.0199
O7 -2.5001 -0.2494 1.9134
O8 -2.1942 2.0394 1.0185
C5 -2.4673 1.8410 -2.4268
O9 -3.4962 2.1064 -1.4823
H7 -2.8801 1.3242 -3.2932
H8 -2.1161 2.7671 -2.8818
H9 -1.6358 1.2511 -2.0412
H10 -3.0505 2.2735 -0.6486
C6 2.5497 0.9042 -3.4155
O10 1.6834 1.6695 -2.5403
H11 1.9519 0.0741 -3.7917
H12 3.0253 1.4731 -4.2144
H13 3.2534 0.2317 -2.9250
H14 1.0208 1.1535 -2.0752
C7 -1.7257 0.2434 5.1417
O11 -2.1454 -0.9284 4.5112
H15 -1.2518 0.9282 4.4385
H16 -2.5685 0.6150 5.7246
H17 -1.0281 -0.0921 5.9091
H18 -2.1816 -0.8275 3.5572
C8 3.8354 0.4126 2.3098
O12 3.3883 0.5936 3.5950
H19 4.4862 -0.4537 2.1912
H20 2.9841 0.2883 1.6405
H21 4.2324 1.3727 1.9799
H22 3.0203 -0.2546 3.8533